8
Properties=species:S:1:pos:R:3:nbo_charge:R:1 method="wB97M-V/def2-TZVPD" orbital_gap_ev="8.88 / 8.88" fmax_ev_per_a=3.181 spin_multiplicity=1 smiles="O=C[C@@H](Cl)N=O" energy_ha=-742.71159 homo_ev="-9.82 / -9.82" charge=0
O -0.782 1.350 -0.850 -0.452
C 0.091 0.775 -0.291 0.430
C -0.044 -0.529 0.446 -0.294
Cl 0.651 -1.882 -0.397 0.041
N 0.485 -0.692 1.792 0.142
O 0.359 0.130 2.671 -0.242
H 1.116 1.130 -0.201 0.117
H -1.126 -0.566 0.647 0.256